Formula: C40H62ClEuN11P
Source: the Open Molecules 2025 dataset
Level of theory: ωB97M-V with the def2-TZVPD basis set

Results
HOMO energy (alpha / beta) in eV: -7.76 / -7.81
Charge: +1
HOMO-LUMO gap (alpha / beta) in Ha: 0.2188 / 0.2206
2S+1: 8
Energy in eV: -100008.032
LUMO energy (alpha / beta) in Eh: -0.0665 / -0.0665

Positions of all 116 atoms, in Å:
Eu (-0.836, -0.355, 0.661)
C (1.031, 4.933, 3.049)
N (0.439, 4.351, 1.872)
C (0.570, 5.102, 0.656)
C (0.321, 2.931, 1.827)
N (-0.610, 2.289, 1.142)
C (-1.800, 3.146, 0.898)
C (-3.113, 2.348, 1.034)
N (-3.027, 1.073, 0.244)
C (-4.158, 0.161, 0.538)
C (-4.116, -0.501, 1.968)
N (-2.842, -1.101, 2.314)
C (-2.723, -1.855, 3.401)
N (-1.655, -2.695, 3.561)
C (-1.180, -3.207, 4.861)
C (-0.811, -3.051, 2.459)
N (-3.652, -1.855, 4.480)
C (-4.307, -3.085, 4.850)
C (-4.128, -0.648, 5.177)
C (-2.868, 1.357, -1.183)
C (-2.727, 0.139, -2.190)
N (-2.271, -1.110, -1.528)
C (-2.192, -2.246, -2.329)
N (-1.775, -2.269, -3.644)
C (-0.636, -1.406, -4.095)
C (-2.599, -2.944, -4.646)
N (-2.532, -3.418, -1.806)
C (-3.444, -3.684, -0.712)
C (-1.905, -4.659, -2.325)
N (1.393, 2.244, 2.326)
C (2.804, 2.619, 2.075)
C (1.008, 0.915, 2.375)
H (1.148, 6.064, 2.914)
H (2.054, 4.609, 3.238)
H (0.380, 4.778, 3.947)
H (-0.355, 5.527, 0.202)
H (0.990, 4.424, -0.118)
H (1.315, 5.846, 0.763)
H (-1.749, 3.560, -0.123)
H (-1.765, 4.034, 1.580)
H (-3.926, 2.959, 0.607)
H (-3.432, 2.030, 2.018)
H (-4.241, -0.574, -0.337)
H (-5.115, 0.804, 0.530)
H (-4.985, -1.215, 1.989)
H (-4.356, 0.293, 2.695)
H (-1.621, -2.718, 5.727)
H (-0.062, -3.067, 4.847)
H (-1.377, -4.315, 4.914)
H (-1.397, -2.815, 1.533)
H (-0.521, -4.096, 2.412)
H (0.223, -2.434, 2.492)
H (-3.805, -3.953, 4.357)
H (-5.338, -3.013, 4.436)
H (-4.213, -3.190, 5.916)
H (-3.710, 0.273, 4.691)
H (-3.837, -0.683, 6.248)
H (-5.152, -0.406, 5.119)
H (-1.911, 1.950, -1.321)
H (-3.656, 1.979, -1.545)
H (-2.022, 0.534, -3.009)
H (-3.699, 0.049, -2.682)
H (-0.222, -0.995, -3.164)
H (-0.995, -0.645, -4.842)
H (0.127, -2.008, -4.609)
H (-3.001, -3.871, -4.321)
H (-2.015, -3.009, -5.594)
H (-3.501, -2.262, -4.819)
H (-3.934, -2.730, -0.392)
H (-2.971, -4.153, 0.182)
H (-4.280, -4.353, -1.026)
H (-1.109, -4.444, -3.093)
H (-2.640, -5.372, -2.653)
H (-1.423, -5.114, -1.442)
H (3.315, 2.506, 3.053)
H (2.893, 3.649, 1.741)
H (3.229, 1.906, 1.317)
H (2.948, 0.143, 2.712)
H (0.018, 0.757, 2.842)
H (2.449, -1.947, 2.392)
Cl (1.169, -1.893, -0.404)
C (2.072, -1.906, -1.965)
C (2.327, -3.197, -2.439)
C (3.167, -3.382, -3.549)
C (3.798, -2.247, -4.090)
C (3.550, -0.981, -3.620)
C (2.637, -0.785, -2.538)
P (2.744, 0.745, -1.516)
C (4.524, 0.786, -1.053)
C (5.009, -0.454, -0.555)
C (6.169, -0.504, 0.208)
C (6.949, 0.623, 0.403)
C (6.543, 1.853, -0.191)
C (5.331, 1.918, -0.859)
C (2.628, 2.205, -2.615)
C (3.713, 2.642, -3.340)
C (3.685, 3.901, -3.916)
C (2.500, 4.646, -3.898)
C (1.328, 4.155, -3.266)
C (1.435, 2.931, -2.578)
H (1.789, -4.016, -1.952)
H (3.255, -4.353, -4.010)
H (4.511, -2.425, -4.876)
H (3.934, -0.089, -4.106)
H (4.378, -1.352, -0.715)
H (6.464, -1.436, 0.646)
H (7.773, 0.561, 1.117)
H (7.182, 2.679, -0.124)
H (5.019, 2.890, -1.258)
H (4.588, 2.076, -3.442)
H (4.517, 4.308, -4.494)
H (2.472, 5.610, -4.369)
H (0.388, 4.647, -3.136)
H (0.518, 2.552, -2.151)
N (1.612, -1.405, 2.564)
C (1.909, -0.114, 2.453)